This record from the Open Molecules 2025 dataset describes a 13-piece molecular cluster, C4H33NO14 overall in a non-equilibrium geometry. The level of theory is ωB97M-V with the def2-TZVPD basis set.

ORCA input file:
```
! RIJCOSX wB97M-V def2-TZVPD def2/J DEFGRID3
* xyz 0 1
H 2.824 -3.300 -2.372
O 0.609 4.084 0.703
H 1.517 2.459 -0.826
H 1.306 -0.429 2.915
O 2.172 -1.534 -4.014
N -1.307 0.847 -0.536
H 0.789 -2.255 2.534
H -2.856 1.911 2.903
O 3.243 -2.600 -1.865
H 0.609 2.798 1.887
C -0.115 0.211 0.006
O -2.532 1.044 3.041
C 0.430 -0.987 -0.740
H -1.646 1.186 3.363
O 2.087 3.154 -1.338
H 2.274 -0.638 -3.559
O 0.161 -1.606 2.202
H 1.258 -1.681 -4.089
H -1.374 -3.213 -1.821
O 1.689 -0.521 -1.276
H 3.923 -2.278 -2.337
O 1.819 0.356 3.293
H -2.837 -0.712 2.227
H 0.712 1.038 0.049
H -1.564 2.191 1.098
H -2.538 -2.701 1.862
H -1.985 -4.098 1.696
O -3.167 -1.234 1.533
H -0.884 0.131 -2.448
H -0.700 -2.124 2.341
H 1.287 3.849 0.030
H 2.612 0.297 3.001
C -2.136 1.761 0.239
O 0.156 2.097 2.461
H 0.587 -1.845 -0.040
O 2.576 1.257 -3.158
O -1.879 -3.334 2.224
H -0.221 -1.271 -1.558
H 3.342 1.100 -2.616
H -3.063 1.281 0.665
C -1.623 0.706 -1.862
H 1.859 2.959 -2.277
O -2.691 1.165 -2.248
H 2.191 -1.321 -1.618
H -2.613 -0.859 0.850
H 0.826 1.514 2.840
H -0.242 4.011 0.381
H -2.181 -2.625 -0.774
H -2.610 2.541 -0.391
O -1.816 -3.491 -0.959
H -0.167 -0.032 1.144
H 1.889 0.740 -2.767
*
```


This record from the Open Molecules 2025 dataset describes the molecule C3H3Cl2NO in a non-equilibrium geometry. The level of theory is ωB97M-V with the def2-TZVPD basis set.

## Properties
Structure (SMILES): CC(=O)N=C(Cl)Cl

ORCA input file:
```
! RIJCOSX wB97M-V def2-TZVPD def2/J DEFGRID3
* xyz 0 1
N 0.235 -1.625 1.651
H 0.008 0.818 0.728
H 0.883 0.503 -0.822
Cl -0.648 -2.591 3.896
Cl 1.131 -0.372 3.777
C 0.279 -1.491 2.917
O 1.997 -1.576 0.272
C 0.228 0.085 -0.085
H -0.661 -0.251 -0.621
C 1.014 -1.060 0.701
*
```


This record from the Open Molecules 2025 dataset describes the molecule C2H6N2OS in a non-equilibrium geometry. The level of theory is ωB97M-V with the def2-TZVPD basis set.

## Properties
Structure (SMILES): CN(S)/C=N\O

ORCA input file:
```
! RIJCOSX wB97M-V def2-TZVPD def2/J DEFGRID3
* xyz 0 1
N -1.817 -0.161 0.614
H -0.314 0.410 1.780
C 0.865 1.719 -0.202
H -1.556 -0.149 -1.232
H 1.468 1.953 -1.144
H 1.472 1.885 0.702
C -0.594 0.198 0.764
N 0.340 0.340 -0.252
O -2.265 -0.403 -0.656
S 1.492 -0.964 -0.109
H 0.048 2.471 -0.217
H 1.840 -0.665 1.192
*
```


| no. | calculated total energy (eV) | E_HOMO (Eh) |
| --- | --- | --- |
| 1 | -34836.84728 | -0.344 |
| 2 | -31741.29765 | -0.376 |
| 3 | -18031.37181 | -0.352 |